{"formula": "C3H9NOS", "method": "ωB97M-V with the def2-TZVPD basis set", "smiles": "N[C@H](CO)CS", "gap_ha": 0.34610, "relative_energy_kj_mol": 132.2, "elements": ["N", "C", "C", "O", "C", "S", "H", "H", "H", "H", "H", "H", "H", "H", "H"], "positions_angstrom": [[-0.832, 1.417, -0.507], [-0.653, 0.321, 0.458], [-0.116, 0.643, 1.914], [1.309, 0.572, 1.912], [0.373, -0.618, -0.189], [-0.057, -1.305, -1.843], [-0.018, 1.525, -1.095], [-1.296, 2.193, -0.063], [-1.725, 0.014, 0.663], [-0.457, -0.090, 2.650], [-0.444, 1.659, 2.204], [1.665, 1.318, 2.403], [0.449, -1.499, 0.450], [1.348, -0.171, -0.265], [-1.231, -0.711, -2.083]], "mulliken_charge": [-0.498, 0.225, -0.590, -0.526, -0.886, -0.251, 0.204, 0.197, 0.171, 0.289, 0.380, 0.298, 0.409, 0.437, 0.140]}

{"formula": "C3H9NOS", "method": "ωB97M-V with the def2-TZVPD basis set", "smiles": "NC=O.CCS", "gap_ha": 0.35450, "relative_energy_kj_mol": 96.4, "elements": ["N", "C", "O", "H", "H", "H", "C", "C", "S", "H", "H", "H", "H", "H", "H"], "positions_angstrom": [[3.907, 0.777, 1.330], [3.226, 0.534, 0.180], [2.562, -0.498, -0.070], [4.782, 1.321, 1.251], [4.075, -0.072, 1.805], [3.107, 1.458, -0.477], [-1.977, -0.660, 0.417], [-2.197, -0.177, -1.018], [-3.773, 0.677, -1.287], [-2.433, -1.729, 0.542], [-2.415, 0.061, 1.155], [-0.835, -0.736, 0.542], [-1.451, 0.555, -1.211], [-2.152, -1.122, -1.648], [-4.426, -0.389, -1.510]], "mulliken_charge": [-0.408, 0.134, -0.538, 0.265, 0.260, 0.286, -0.701, -0.447, -0.206, 0.236, 0.293, 0.169, 0.267, 0.296, 0.093]}

{"formula": "C3H9NOS", "method": "ωB97M-V with the def2-TZVPD basis set", "smiles": "N[C@H](CO)CS", "gap_ha": 0.35175, "relative_energy_kj_mol": 251.7, "elements": ["N", "C", "C", "O", "C", "S", "H", "H", "H", "H", "H", "H", "H", "H", "H"], "positions_angstrom": [[0.790, -0.683, -1.077], [0.273, -0.206, 0.238], [-1.248, -0.360, 0.538], [-1.756, -1.824, 0.568], [0.489, 1.365, 0.245], [2.302, 1.831, -0.300], [0.089, -1.325, -1.472], [1.708, -1.224, -1.000], [1.025, -0.708, 0.814], [-1.581, 0.001, -0.469], [-1.723, 0.148, 1.380], [-2.365, -1.881, 1.393], [0.340, 1.808, 1.314], [-0.087, 1.631, -0.694], [1.744, 1.427, -1.478]], "mulliken_charge": [-0.621, 0.234, -0.631, -0.549, -0.933, -0.238, 0.212, 0.246, 0.377, 0.292, 0.417, 0.315, 0.352, 0.362, 0.163]}

{"formula": "C3H9NOS2", "method": "ωB97M-V with the def2-TZVPD basis set", "smiles": "CC(C)=S.NSO", "gap_ha": 0.30420, "relative_energy_kj_mol": 132.7, "elements": ["C", "C", "C", "S", "H", "H", "H", "H", "H", "H", "N", "S", "O", "H", "H", "H"], "positions_angstrom": [[-1.166, -0.224, -1.510], [-1.314, 0.321, -0.133], [-2.137, -0.453, 0.831], [-0.608, 1.724, 0.303], [-1.368, 0.550, -2.249], [-1.822, -1.076, -1.681], [-0.133, -0.543, -1.667], [-1.873, -1.511, 0.794], [-2.006, -0.074, 1.845], [-3.192, -0.365, 0.558], [3.087, 0.175, 1.277], [2.408, -0.546, -0.077], [2.129, 0.740, -1.057], [4.077, 0.014, 1.400], [2.567, 0.019, 2.128], [1.351, 1.249, -0.763]], "mulliken_charge": [-1.031, 0.696, -1.224, -0.315, 0.315, 0.348, 0.261, 0.329, 0.363, 0.322, -0.452, 0.059, -0.412, 0.250, 0.253, 0.239]}

{"formula": "C3H9NOS2", "method": "ωB97M-V with the def2-TZVPD basis set", "smiles": "C[S@](=O)(=S)CCN", "gap_ha": 0.36070, "relative_energy_kj_mol": 140.5, "elements": ["C", "S", "O", "S", "C", "C", "N", "H", "H", "H", "H", "H", "H", "H", "H", "H"], "positions_angstrom": [[-0.452, -0.739, 1.977], [-1.225, -0.952, 0.377], [-2.672, -0.691, 0.548], [-0.621, -2.617, -0.353], [-0.602, 0.408, -0.615], [0.913, 0.375, -0.813], [1.392, 1.457, -1.670], [-0.695, 0.254, 2.327], [0.638, -0.895, 1.838], [-0.938, -1.471, 2.636], [-1.124, 0.286, -1.599], [-1.011, 1.304, -0.106], [1.409, 0.307, 0.169], [1.157, -0.574, -1.302], [1.592, 2.327, -1.195], [2.238, 1.222, -2.219]], "mulliken_charge": [-1.012, 0.821, -0.665, -0.337, -0.599, -0.365, -0.586, 0.345, 0.374, 0.359, 0.291, 0.360, 0.216, 0.345, 0.216, 0.238]}

{"formula": "C3H9NS", "method": "ωB97M-V with the def2-TZVPD basis set", "smiles": "C[C@H](S)CN", "gap_ha": 0.35818, "relative_energy_kj_mol": 42.0, "elements": ["C", "C", "S", "C", "N", "H", "H", "H", "H", "H", "H", "H", "H", "H"], "positions_angstrom": [[0.488, 1.521, -0.429], [0.692, 0.276, 0.503], [2.054, -0.844, -0.118], [-0.644, -0.529, 0.672], [-1.151, -0.999, -0.635], [0.318, 1.044, -1.398], [-0.239, 2.216, -0.024], [1.461, 1.953, -0.404], [1.019, 0.559, 1.493], [1.228, -1.579, -0.954], [-0.319, -1.341, 1.322], [-1.348, 0.108, 1.211], [-2.001, -0.461, -0.777], [-1.558, -1.923, -0.463]], "mulliken_charge": [-1.234, -0.032, -0.242, -0.741, -0.583, 0.356, 0.335, 0.361, 0.388, 0.152, 0.378, 0.381, 0.262, 0.219]}

{"formula": "C3H9NS", "method": "ωB97M-V with the def2-TZVPD basis set", "smiles": "CNCSC", "gap_ha": 0.34922, "relative_energy_kj_mol": 121.8, "elements": ["C", "N", "C", "S", "C", "H", "H", "H", "H", "H", "H", "H", "H", "H"], "positions_angstrom": [[1.082, -1.457, -0.664], [0.715, -0.483, 0.427], [-0.772, -0.462, 0.755], [-1.686, 0.611, -0.333], [-0.654, 2.053, -0.201], [0.874, -2.510, -0.541], [2.096, -1.369, -1.132], [0.386, -1.216, -1.514], [1.092, -0.855, 1.301], [-1.183, -1.504, 0.887], [-0.784, 0.038, 1.782], [0.232, 1.693, -0.728], [-1.038, 3.001, -0.812], [-0.361, 2.459, 0.774]], "mulliken_charge": [-0.850, -0.404, -0.548, -0.100, -0.737, 0.349, 0.292, 0.290, 0.267, 0.332, 0.310, 0.245, 0.268, 0.286]}

{"formula": "C3H9NS", "method": "ωB97M-V with the def2-TZVPD basis set", "smiles": "C=CN.CS", "gap_ha": 0.35718, "relative_energy_kj_mol": 153.9, "elements": ["C", "C", "N", "H", "H", "H", "H", "H", "C", "S", "H", "H", "H", "H"], "positions_angstrom": [[0.594, -0.747, -1.359], [0.961, -1.104, -0.116], [2.290, -1.144, 0.317], [-0.333, -1.064, -1.827], [1.380, -0.776, -2.123], [0.153, -0.937, 0.591], [2.831, -0.375, -0.065], [2.338, -1.134, 1.323], [-1.594, 1.374, 1.027], [-2.761, 0.962, -0.350], [-1.892, 2.348, 1.386], [-0.609, 1.354, 0.594], [-1.600, 0.595, 1.785], [-1.759, 0.649, -1.182]], "mulliken_charge": [-0.905, 0.182, -0.573, 0.345, 0.282, 0.215, 0.225, 0.259, -0.735, -0.158, 0.309, 0.215, 0.269, 0.069]}

{"formula": "C3H9NS", "method": "ωB97M-V with the def2-TZVPD basis set", "smiles": "CNCCS", "gap_ha": 0.34237, "relative_energy_kj_mol": 113.7, "elements": ["C", "N", "C", "C", "S", "H", "H", "H", "H", "H", "H", "H", "H", "H"], "positions_angstrom": [[-0.500, -0.461, 2.085], [-0.074, 0.323, 0.898], [-0.487, -0.175, -0.437], [0.215, 0.474, -1.627], [1.894, 0.727, -1.224], [-0.290, 0.104, 3.003], [-0.070, -1.485, 2.318], [-1.645, -0.652, 2.033], [0.798, 0.844, 0.880], [-0.346, -1.322, -0.546], [-1.578, -0.054, -0.506], [0.164, -0.185, -2.490], [-0.327, 1.353, -1.923], [2.247, 0.508, -2.463]], "mulliken_charge": [-0.798, -0.242, -0.477, -0.536, -0.264, 0.314, 0.278, 0.215, 0.206, 0.233, 0.277, 0.358, 0.324, 0.111]}

{"formula": "C3H9NS", "method": "ωB97M-V with the def2-TZVPD basis set", "s2": 0.75, "total_charge": 1, "spin_multiplicity": 2, "gap_ha": [0.29111, 0.25799], "relative_energy_kj_mol": 278.6, "elements": ["C", "C", "C", "S", "N", "H", "H", "H", "H", "H", "H", "H", "H", "H"], "positions_angstrom": [[-1.370, -0.175, 0.575], [0.069, -0.089, 0.057], [0.468, 1.247, -0.614], [2.212, 1.311, -0.881], [0.262, -1.245, -0.745], [-1.892, -1.059, 0.221], [-1.944, 0.717, 0.313], [-1.461, -0.233, 1.669], [0.967, -0.276, 0.945], [-0.184, 1.122, -1.504], [-0.049, 2.088, -0.140], [1.455, -0.212, 1.575], [0.371, -2.057, -0.147], [1.099, -1.138, -1.323]], "mulliken_charge": [-1.236, 0.937, -0.855, 0.078, -0.460, 0.380, 0.355, 0.353, -0.501, 0.400, 0.399, 0.558, 0.311, 0.280]}

{"formula": "C3H9NS", "method": "ωB97M-V with the def2-TZVPD basis set", "s2": 0.75, "total_charge": 1, "spin_multiplicity": 2, "gap_ha": [0.40856, 0.26712], "relative_energy_kj_mol": 30.8, "elements": ["S", "H", "C", "C", "C", "N", "H", "H", "H", "H", "H", "H", "H", "H"], "positions_angstrom": [[-2.041, -0.804, -0.199], [-2.625, -0.428, 0.962], [1.805, -1.124, -0.260], [1.527, 0.068, 0.636], [0.491, 2.051, -0.222], [0.380, 0.846, 0.141], [0.966, -1.821, -0.255], [1.992, -0.820, -1.295], [2.688, -1.666, 0.085], [1.236, -0.252, 1.639], [2.397, 0.723, 0.719], [-0.365, 2.589, -0.616], [1.451, 2.553, -0.135], [-0.643, 0.204, 0.047]], "mulliken_charge": [-0.138, 0.274, -1.006, -0.392, -0.097, 0.088, 0.313, 0.319, 0.327, 0.255, 0.371, 0.245, 0.252, 0.189]}

{"formula": "C3H9NS2", "method": "ωB97M-V with the def2-TZVPD basis set", "smiles": "CSSCCN", "gap_ha": 0.32896, "relative_energy_kj_mol": 153.9, "elements": ["C", "S", "S", "C", "C", "N", "H", "H", "H", "H", "H", "H", "H", "H", "H"], "positions_angstrom": [[2.142, 0.435, -0.487], [1.678, -1.247, -0.056], [0.589, -1.031, 1.804], [-0.677, 0.292, 1.276], [-1.244, 0.235, -0.098], [-1.486, -1.096, -0.644], [3.053, 0.885, -0.026], [1.389, 1.077, -0.160], [1.989, 0.165, -1.641], [-1.446, 0.041, 1.940], [-0.472, 1.358, 1.402], [-2.232, 0.601, 0.033], [-0.634, 0.815, -0.816], [-1.921, -0.938, -1.533], [-0.729, -1.591, -0.995]], "mulliken_charge": [-0.553, -0.127, -0.100, -0.835, -0.318, -0.627, 0.279, 0.121, 0.239, 0.455, 0.379, 0.374, 0.243, 0.222, 0.249]}

{"formula": "C3H9NS2", "method": "ωB97M-V with the def2-TZVPD basis set", "smiles": "NC(CS)CS", "gap_ha": 0.36420, "relative_energy_kj_mol": 64.6, "elements": ["N", "C", "C", "S", "C", "S", "H", "H", "H", "H", "H", "H", "H", "H", "H"], "positions_angstrom": [[-0.246, -1.250, -0.931], [-0.242, -0.360, 0.277], [1.235, -0.386, 0.845], [2.509, 0.904, 0.393], [-0.746, 1.054, 0.011], [-2.525, 1.093, -0.169], [0.207, -0.782, -1.675], [-1.225, -1.426, -1.174], [-0.956, -0.738, 1.067], [1.627, -1.408, 0.592], [1.270, -0.256, 1.925], [2.607, 0.619, -0.948], [-0.457, 1.799, 0.761], [-0.290, 1.363, -0.958], [-2.767, -0.227, -0.016]], "mulliken_charge": [-0.603, -0.186, -1.040, -0.203, -0.357, -0.234, 0.246, 0.303, 0.448, 0.421, 0.340, 0.115, 0.384, 0.277, 0.089]}

{"formula": "C3H9NS2", "method": "ωB97M-V with the def2-TZVPD basis set", "smiles": "C=NC.CSS", "gap_ha": 0.34871, "relative_energy_kj_mol": 129.4, "elements": ["C", "N", "C", "H", "H", "H", "H", "H", "C", "S", "S", "H", "H", "H", "H"], "positions_angstrom": [[-0.030, 2.395, -1.341], [-0.576, 1.375, -0.847], [-0.839, 0.264, -1.736], [0.374, 3.151, -0.671], [-0.059, 2.643, -2.407], [-0.425, 0.429, -2.741], [-0.440, -0.672, -1.352], [-1.906, 0.103, -1.921], [-0.303, -1.774, 1.575], [1.452, -2.165, 1.730], [2.243, -0.265, 1.933], [-0.452, -0.813, 1.087], [-0.710, -2.582, 0.965], [-0.850, -1.730, 2.490], [2.522, -0.359, 3.236]], "mulliken_charge": [-0.256, -0.309, -0.764, 0.254, 0.238, 0.334, 0.219, 0.278, -0.574, -0.074, -0.201, 0.089, 0.255, 0.356, 0.153]}

{"formula": "C3H9O", "method": "ωB97M-V with the def2-TZVPD basis set", "total_charge": -1, "gap_ha": 0.22939, "relative_energy_kj_mol": 10.1, "elements": ["O", "H", "C", "C", "C", "H", "H", "H", "H", "H", "H", "H", "H"], "positions_angstrom": [[-0.378, 0.774, 2.938], [0.348, 0.587, 3.546], [0.588, -1.117, -0.075], [-0.301, 0.110, -0.073], [-0.372, 0.705, -1.471], [1.626, -0.817, -0.248], [0.560, -1.701, 0.840], [0.311, -1.783, -0.896], [-1.296, -0.158, 0.286], [0.057, 0.835, 0.649], [-0.908, 1.651, -1.456], [-0.874, 0.034, -2.181], [0.639, 0.881, -1.860]], "mulliken_charge": [-1.118, 0.119, -1.153, -0.081, -1.176, 0.284, 0.319, 0.294, 0.256, 0.321, 0.336, 0.307, 0.292]}

{"formula": "C3H9O", "method": "ωB97M-V with the def2-TZVPD basis set", "total_charge": 1, "gap_ha": 0.36118, "relative_energy_kj_mol": 127.2, "elements": ["O", "H", "H", "H", "C", "C", "C", "H", "H", "H", "H", "H", "H"], "positions_angstrom": [[-1.312, -1.317, 0.867], [-0.465, -1.669, 1.180], [-1.762, -1.227, 1.707], [1.113, -1.304, -1.494], [-0.274, 1.335, 0.339], [-0.111, 0.279, -0.676], [1.113, -0.342, -0.894], [-0.793, 1.022, 1.253], [0.699, 1.620, 0.763], [-0.775, 2.284, 0.131], [-1.004, -0.139, -1.132], [1.666, -0.238, -1.892], [1.903, -0.304, -0.152]], "mulliken_charge": [-0.635, 0.344, 0.328, 0.278, -0.984, 0.555, -0.910, 0.292, 0.329, 0.364, 0.318, 0.334, 0.388]}